(1)
{
  "formula": "C3H8O3",
  "method": "ωB97M-V/def2-TZVPD",
  "gap_ev": [6.83, 5.17],
  "s2": 0.76,
  "total_charge": -1,
  "relative_energy_kj_mol": 171.4,
  "e_lumo_ev": [3.708, 2.074],
  "multiplicity": 2,
  "homo_ha": [-0.1147, -0.1139],
  "symbols": ["O", "C", "C", "C", "O", "H", "H", "H", "H", "H", "H", "H", "H", "O"],
  "positions_angstrom": [[-2.232, 1.113, -0.080], [-1.770, 1.153, -1.214], [-0.510, 0.604, -1.619], [0.148, -0.454, -0.780], [1.529, -0.374, -0.722], [-2.308, 1.561, -2.082], [-0.175, 0.604, -2.653], [0.705, 0.938, 3.028], [-0.329, -0.311, 0.195], [-0.081, -1.474, -1.144], [1.914, -0.642, 0.169], [1.515, -1.943, 2.306], [0.135, 0.502, 2.973], [1.461, -1.277, 1.624]]
}


(2)
{
  "formula": "C19H27BF4MnN4P2S",
  "method": "ωB97M-V/def2-TZVPD",
  "gap_ev": [7.10, 6.94],
  "s2": 1.04,
  "relative_energy_kj_mol": 54.0,
  "e_lumo_ev": [-0.439, -0.525],
  "multiplicity": 2,
  "homo_ha": [-0.2770, -0.2742],
  "symbols": ["Mn", "N", "C", "S", "N", "N", "C", "C", "C", "C", "C", "C", "C", "C", "C", "C", "C", "C", "N", "H", "H", "H", "H", "H", "H", "H", "H", "H", "H", "H", "C", "P", "C", "C", "C", "P", "C", "C", "H", "H", "H", "H", "H", "H", "H", "H", "H", "H", "H", "H", "H", "H", "H", "H", "F", "B", "F", "F", "F"],
  "positions_angstrom": [[-0.338, -0.162, -1.363], [-1.694, 3.998, -1.326], [-1.412, 2.682, -1.149], [-1.055, 1.728, -2.526], [-1.455, 2.251, 0.095], [-1.153, 0.930, 0.188], [-1.380, 0.351, 1.321], [-1.973, 1.032, 2.496], [-1.356, 2.136, 3.075], [-1.915, 2.746, 4.187], [-3.105, 2.270, 4.718], [-3.735, 1.181, 4.135], [-3.169, 0.561, 3.031], [-1.044, -1.075, 1.378], [-1.093, -1.807, 2.560], [-0.819, -3.164, 2.521], [-0.509, -3.750, 1.308], [-0.442, -2.949, 0.178], [-0.679, -1.639, 0.207], [-1.888, 4.314, -2.259], [-2.139, 4.473, -0.559], [-0.447, 2.527, 2.639], [-1.425, 3.601, 4.633], [-3.544, 2.750, 5.583], [-4.670, 0.812, 4.537], [-3.662, -0.288, 2.574], [-1.359, -1.318, 3.486], [-0.859, -3.752, 3.429], [-0.316, -4.810, 1.220], [-0.193, -3.358, -0.790], [2.066, 1.262, 1.539], [1.811, 0.078, 0.176], [2.313, -1.498, 0.955], [3.286, 0.346, -0.891], [3.144, -0.546, -2.126], [1.555, -0.143, -2.946], [1.962, 1.495, -3.644], [1.575, -1.172, -4.446], [3.078, 1.201, 1.943], [1.356, 1.051, 2.340], [1.879, 2.275, 1.182], [3.332, -1.437, 1.343], [2.254, -2.308, 0.230], [1.637, -1.740, 1.776], [4.209, 0.132, -0.345], [3.318, 1.400, -1.177], [3.124, -1.602, -1.847], [3.976, -0.411, -2.823], [2.924, 1.452, -4.160], [1.988, 2.257, -2.866], [1.184, 1.790, -4.346], [2.421, -0.919, -5.088], [0.641, -1.028, -4.990], [1.618, -2.222, -4.164], [-1.696, -2.202, -4.415], [-1.581, -2.434, -3.064], [-0.235, -2.741, -2.730], [-2.419, -3.418, -2.590], [-1.890, -1.189, -2.353]]
}


(3)
{
  "formula": "C8H15N3O5",
  "method": "ωB97M-V/def2-TZVPD",
  "gap_ev": 9.69,
  "relative_energy_kj_mol": 264.7,
  "e_lumo_ev": 0.297,
  "homo_ha": -0.3452,
  "smiles": "NC(=O)CC[C@H](N)C(=O)N[C@@H](CO)C(=O)O",
  "symbols": ["N", "C", "O", "C", "C", "C", "N", "C", "O", "N", "C", "C", "O", "C", "O", "O", "H", "H", "H", "H", "H", "H", "H", "H", "H", "H", "H", "H", "H", "H", "H"],
  "positions_angstrom": [[1.042, 2.569, -1.710], [1.163, 2.825, -0.389], [1.435, 3.870, 0.206], [1.041, 1.516, 0.521], [-0.027, 1.801, 1.617], [-0.545, 0.533, 2.179], [0.627, -0.327, 2.619], [-1.316, -0.185, 0.946], [-1.899, 0.676, 0.279], [-1.062, -1.384, 0.487], [-1.110, -1.942, -0.952], [-0.321, -1.004, -2.004], [-0.838, 0.296, -2.037], [-0.590, -3.304, -0.758], [-0.893, -4.140, 0.109], [0.402, -3.577, -1.633], [1.278, 3.293, -2.360], [0.480, 1.702, -2.025], [2.035, 1.095, 0.784], [0.811, 0.695, -0.241], [0.493, 2.387, 2.251], [-0.767, 2.361, 1.104], [-1.232, 0.801, 3.048], [1.361, -0.388, 1.903], [1.079, -0.036, 3.510], [-0.352, -1.687, 1.196], [-2.201, -1.941, -1.241], [0.727, -1.011, -1.659], [-0.168, -1.287, -3.115], [-1.175, 0.373, -1.100], [0.522, -4.582, -1.535]]
}


(4)
{
  "formula": "C2H2OS2",
  "method": "ωB97M-V/def2-TZVPD",
  "gap_ev": [5.89, 5.89],
  "relative_energy_kj_mol": 669.8,
  "e_lumo_ev": [-2.940, -2.940],
  "homo_ha": [-0.3246, -0.3244],
  "symbols": ["C", "C", "O", "S", "S", "H", "H"],
  "positions_angstrom": [[-1.780, -0.267, 0.098], [-1.240, -0.451, -1.099], [1.170, 1.171, -1.152], [-2.903, -1.717, -0.190], [-1.805, -1.749, -1.990], [-1.865, 0.300, 1.031], [1.052, 1.937, -0.592]]
}